{
  "formula": "C3H5N3O",
  "method": "wB97M-V/def2-TZVPD",
  "e_above_lowest_kj_mol": 489.67,
  "e_tot_ha": -356.67087,
  "molar_mass_g_mol": 99.09,
  "homo_ha": -0.332,
  "symbols": ["C", "C", "C", "H", "H", "H", "H", "H", "N", "N", "N", "O"],
  "coordinates": [[-0.036, 0.927, 0.196], [1.426, 0.743, -0.218], [-0.111, -1.361, 0.046], [-2.415, 0.132, 0.578], [-0.425, 1.824, -0.400], [-0.094, 0.906, 1.282], [2.110, 1.586, -0.467], [-0.712, -2.301, 0.151], [-0.727, -0.213, -0.353], [1.922, -0.444, -0.389], [1.151, -1.516, -0.004], [-2.089, -0.283, -0.420]]
}